Record 1
This record from the Open Molecules 2025 dataset describes 2 unconnected molecules or ions with the total composition C10H15NO. The level of theory is ωB97M-V/def2-TZVPD.

```
27
Properties=species:S:1:pos:R:3:lowdin_charge:R:1
O 0.999 -1.800 -1.920 0.02
C 1.343 -0.925 -1.128 -0.53
N 1.238 -1.091 0.229 -0.16
C 1.924 0.386 -1.622 -0.02
C 1.477 -0.050 1.209 -0.04
C 0.623 -2.296 0.748 -0.05
H 1.969 0.330 -2.723 0.09
H 2.944 0.555 -1.237 0.09
H 1.294 1.246 -1.339 0.06
H 0.526 0.348 1.600 0.08
H 2.055 -0.470 2.049 0.09
H 2.052 0.782 0.767 0.08
H 0.550 -3.046 -0.058 0.09
H 1.236 -2.716 1.563 0.09
H -0.390 -2.096 1.135 0.07
C -2.118 -0.161 0.834 -0.11
C -1.705 -0.382 -0.480 -0.10
C -2.067 1.125 1.375 -0.11
C -1.240 0.683 -1.254 -0.11
C -1.602 2.189 0.601 -0.10
C -1.189 1.968 -0.713 -0.10
H -2.483 -0.998 1.443 0.11
H -1.745 -1.393 -0.905 0.12
H -2.392 1.299 2.409 0.11
H -0.915 0.509 -2.288 0.12
H -1.562 3.201 1.027 0.11
H -0.824 2.805 -1.322 0.11
```

The calculation puts the max |F| at 0.014 hartree/bohr. The LUMO energy comes out at 0.0326 hartree. The highest occupied orbital energy is -0.33001 Eh. Its energy above the lowest of the compared OMol25 structures with the same formula, charge and spin is 11.27 kcal per mole. Its HOMO-LUMO gap is 9.87 eV.

Record 2
This record from the Open Molecules 2025 dataset describes 2 unconnected molecules or ions with the total composition C14H16 at a distorted geometry. The level of theory is ωB97M-V/def2-TZVPD.

```
30
Properties=species:S:1:pos:R:3:lowdin_charge:R:1
C 4.130 0.084 0.805 -0.05
C 1.462 -2.507 -0.094 -0.08
C 2.312 -1.388 -0.121 -0.07
C 1.507 -3.327 1.014 -0.10
C 3.256 -1.128 0.844 -0.29
C 2.445 -3.089 2.018 -0.09
C 3.363 -2.066 1.882 -0.06
H 0.954 -2.646 -1.039 0.10
H 2.086 -0.698 -0.921 0.11
H 0.894 -4.222 1.034 0.10
H 2.441 -3.746 2.879 0.10
H 4.496 0.325 1.799 0.08
H 3.492 0.927 0.545 0.08
H 4.241 -2.016 2.521 0.11
H 4.900 0.039 0.039 0.08
C -1.870 3.506 -1.664 -0.06
C -3.239 1.447 -1.963 -0.06
C -2.412 2.219 -1.122 -0.29
C -4.002 0.445 -1.423 -0.09
C -3.937 0.222 -0.037 -0.11
C -2.052 1.724 0.111 -0.05
C -2.874 0.714 0.671 -0.09
H -3.264 1.724 -3.009 0.11
H -4.601 -0.249 -1.996 0.10
H -1.676 4.339 -0.996 0.08
H -2.505 3.888 -2.465 0.07
H -4.605 -0.489 0.440 0.10
H -1.309 2.149 0.772 0.11
H -2.690 0.484 1.710 0.10
H -0.944 3.335 -2.231 0.08
```

The calculation puts the max |F| at 0.033 hartree/bohr. The LUMO energy comes out at 0.0299 hartree. The highest occupied orbital energy is -0.32547 Eh. Its energy above the lowest of the compared OMol25 structures with the same formula, charge and spin is 22.42 kcal per mole. Its HOMO-LUMO gap is 9.67 eV.

Record 3
This record from the Open Molecules 2025 dataset describes C3H5NO2 in the gas phase at a distorted geometry. The level of theory is ωB97M-V/def2-TZVPD.

```
11
Properties=species:S:1:pos:R:3:lowdin_charge:R:1
C -0.308 0.976 -1.325 -0.20
C 0.595 -0.587 0.579 -0.21
O -0.518 -0.280 -0.257 -0.17
O -1.047 1.795 -0.599 -0.10
C 0.194 -1.507 1.638 -0.18
N -0.073 -2.247 2.474 0.16
H -1.247 0.817 0.069 0.19
H 0.771 1.186 -1.363 0.12
H -0.746 0.564 -2.244 0.12
H 0.987 0.332 1.037 0.14
H 1.392 -1.051 -0.010 0.13
```

The calculation puts the max |F| at 0.046 hartree/bohr. The LUMO energy comes out at 0.0229 hartree. The highest occupied orbital energy is -0.39302 Eh. Its energy above the lowest of the compared OMol25 structures with the same formula, charge and spin is 84.38 kcal per mole. Its HOMO-LUMO gap is 11.32 eV.

Record 4
This record from the Open Molecules 2025 dataset describes 2 unconnected molecules or ions with the total composition C7H17N2 at a distorted geometry. The level of theory is ωB97M-V/def2-TZVPD.

```
26
Properties=species:S:1:pos:R:3:lowdin_charge:R:1
C -0.567 -1.900 -0.529 -0.06
C -1.286 -0.871 0.158 -0.30
C -2.770 1.038 0.481 -0.09
C 2.715 -0.574 -0.501 -0.03
C 1.556 1.680 -0.445 -0.01
C -2.643 -0.373 -0.128 -0.20
C 1.708 0.262 0.171 -0.50
N 1.533 0.069 1.402 0.19
N -0.003 -0.526 -0.625 0.04
H 0.126 -2.545 0.075 0.14
H -0.977 -2.266 -1.507 0.15
H -1.223 -0.802 1.246 0.15
H -3.317 1.104 1.404 0.07
H -3.359 1.689 -0.176 0.08
H -1.846 1.525 0.746 0.05
H 3.686 -0.238 -0.185 0.10
H 2.730 -1.667 -0.229 0.12
H 2.889 -0.463 -1.575 0.10
H 1.663 1.574 -1.572 0.11
H 2.570 2.141 0.022 0.15
H 0.648 2.305 -0.091 0.11
H -3.092 -0.312 -1.143 0.13
H -3.265 -1.013 0.472 0.12
H 1.053 0.784 1.952 0.16
H 1.802 -0.734 1.889 0.13
H -0.330 0.114 -1.311 0.11
```

The calculation puts the max |F| at 0.091 hartree/bohr. The charge is +1. The LUMO energy comes out at -0.0961 hartree. The highest occupied orbital energy is -0.51838 Eh. Its energy above the lowest of the compared OMol25 structures with the same formula, charge and spin is 49.45 kcal per mole. Its HOMO-LUMO gap is 11.49 eV.

Record 5
This record from the Open Molecules 2025 dataset describes a gas-phase ion, C3H2F3N2 (charge +1) at a distorted geometry. The level of theory is ωB97M-V/def2-TZVPD.

```
10
Properties=species:S:1:pos:R:3:lowdin_charge:R:1
C -0.547 -0.510 -0.196 0.11
C -1.973 -0.770 -0.071 -0.27
C -1.251 1.612 0.368 0.00
N -2.770 0.242 -0.219 0.14
N -0.221 0.772 0.070 0.15
F -2.257 -2.041 0.078 0.20
F -1.343 2.783 -0.123 0.21
F -4.045 0.157 0.090 0.12
H 0.291 -1.149 -0.314 0.15
H 0.681 1.160 0.194 0.18
```

The calculation puts the max |F| at 0.062 hartree/bohr. The charge is +1. The LUMO energy (spin up / spin down) comes out at -0.2515 / -0.2515 hartree. The highest occupied orbital energy (spin up / spin down) is -0.54513 / -0.54577 Eh. Its energy above the lowest of the compared OMol25 structures with the same formula, charge and spin is 23.77 kcal per mole. Its HOMO-LUMO gap (spin up / spin down) is 7.99 / 8.01 eV.

Record 6
This record from the Open Molecules 2025 dataset describes 2 unconnected molecules or ions with the total composition C3H9ClNO2P at a distorted geometry. The level of theory is ωB97M-V/def2-TZVPD.

```
17
Properties=species:S:1:pos:R:3:lowdin_charge:R:1
C -0.961 2.250 -0.436 -0.08
C -1.395 -0.078 -0.203 -0.19
C 1.429 -1.913 1.403 -0.35
N -0.621 0.897 -0.881 -0.37
O 1.989 1.148 -1.709 -0.32
O 1.256 -0.534 1.409 -0.32
P 0.967 0.368 -1.066 0.40
Cl 1.025 -1.412 -1.767 0.53
H -1.996 2.414 -0.597 0.07
H -0.984 2.187 0.637 0.09
H -0.376 3.097 -0.880 0.11
H -2.465 0.165 -0.298 0.10
H -1.307 -1.090 -0.864 0.09
H -0.986 -0.411 0.747 0.06
H 0.422 -2.534 1.394 0.10
H 1.805 -2.178 2.341 0.04
H 2.198 -2.374 0.770 0.05
```

The calculation puts the max |F| at 0.098 hartree/bohr. The LUMO energy (spin up / spin down) comes out at -0.0364 / -0.0374 hartree. The highest occupied orbital energy (spin up / spin down) is -0.33287 / -0.31584 Eh. Its energy above the lowest of the compared OMol25 structures with the same formula, charge and spin is 108.89 kcal per mole. Its HOMO-LUMO gap (spin up / spin down) is 8.07 / 7.58 eV.

Record 7
This record from the Open Molecules 2025 dataset describes C4H7NO2 in the gas phase. The level of theory is ωB97M-V/def2-TZVPD.

```
14
Properties=species:S:1:pos:R:3:lowdin_charge:R:1
C 1.419 0.112 1.461 0.00
C 0.322 0.661 0.582 -0.39
O 0.760 0.719 -0.756 -0.06
C -0.222 0.145 -1.593 -0.09
C -1.190 -0.520 -0.646 -0.43
N -2.171 -1.238 -0.977 0.16
O -0.810 -0.209 0.619 0.05
H 1.078 0.033 2.497 0.09
H 2.291 0.770 1.419 0.09
H 1.704 -0.878 1.095 0.10
H -0.017 1.653 0.914 0.16
H 0.242 -0.587 -2.260 0.14
H -0.732 0.902 -2.202 0.13
H -2.674 -1.564 -0.152 0.06
```

The calculation puts the max |F| at 0.007 hartree/bohr. The LUMO energy comes out at 0.0337 hartree. The highest occupied orbital energy is -0.37586 Eh. Its energy above the lowest of the compared OMol25 structures with the same formula, charge and spin is 26.21 kcal per mole. Its HOMO-LUMO gap is 11.15 eV.

Record 8
This record from the Open Molecules 2025 dataset describes 2 unconnected molecules or ions with the total composition C26H49Cl2F3NO4. The level of theory is ωB97M-V/def2-TZVPD.

```
85
Properties=species:S:1:pos:R:3:lowdin_charge:R:1
C 6.937 5.902 1.696 -0.13
C 6.924 4.993 0.468 -0.26
C 5.829 3.910 0.557 -0.21
C 6.276 2.451 0.382 -0.21
C 7.261 2.192 -0.754 -0.22
C 7.628 0.716 -0.925 -0.21
C 6.432 -0.226 -1.142 -0.22
C 6.048 -1.044 0.092 -0.23
C 4.669 -1.692 -0.032 -0.21
C 3.505 -0.725 0.245 -0.22
C 2.513 -1.234 1.294 -0.21
C 1.589 -0.122 1.827 -0.20
C 0.094 -0.485 1.930 -0.20
C -0.841 0.512 1.224 -0.19
C -2.234 0.639 1.868 -0.17
C -3.346 -0.114 1.125 -0.12
C -4.060 0.602 -0.030 -0.46
C -4.738 -0.487 -0.904 -0.22
N -3.869 -1.143 -1.862 0.04
O -3.019 1.302 -0.752 -0.01
C -3.321 1.921 -1.908 -0.36
O -2.548 2.638 -2.456 0.11
C -5.122 1.648 0.406 -0.61
Cl -6.313 0.879 1.495 0.72
C -4.542 2.969 0.968 -0.71
C -4.902 3.328 2.394 -0.17
Cl -5.090 4.323 -0.107 0.63
H 7.135 5.322 2.600 0.07
H 7.695 6.682 1.613 0.06
H 5.967 6.388 1.826 0.07
H 6.750 5.612 -0.415 0.10
H 7.907 4.534 0.366 0.09
H 5.356 3.996 1.540 0.10
H 5.037 4.121 -0.165 0.11
H 6.691 2.070 1.322 0.12
H 5.380 1.859 0.182 0.09
H 8.185 2.750 -0.589 0.10
H 6.841 2.572 -1.694 0.12
H 8.175 0.395 -0.031 0.11
H 8.314 0.631 -1.770 0.10
H 5.559 0.343 -1.482 0.11
H 6.673 -0.926 -1.946 0.11
H 6.061 -0.394 0.975 0.10
H 6.807 -1.813 0.264 0.11
H 4.604 -2.547 0.647 0.10
H 4.571 -2.105 -1.041 0.11
H 2.966 -0.493 -0.678 0.12
H 3.911 0.223 0.614 0.09
H 1.907 -2.040 0.873 0.11
H 3.103 -1.646 2.118 0.11
H 1.697 0.761 1.189 0.10
H 1.948 0.183 2.813 0.11
H -0.046 -1.471 1.479 0.10
H -0.202 -0.580 2.977 0.10
H -0.961 0.205 0.183 0.11
H -0.362 1.494 1.192 0.11
H -2.483 1.692 2.004 0.09
H -2.187 0.220 2.877 0.11
H -4.111 -0.454 1.823 0.09
H -2.902 -1.022 0.704 0.13
H -5.118 -1.236 -0.202 0.10
H -5.620 -0.093 -1.414 0.12
H -2.887 -1.063 -1.634 0.08
H -4.023 -0.829 -2.809 0.08
H -4.287 1.623 -2.347 0.15
H -5.708 1.902 -0.474 0.07
H -3.465 2.963 0.841 0.08
H -4.583 2.544 3.081 0.07
H -4.412 4.264 2.658 0.08
H -5.976 3.476 2.490 0.06
C -6.506 -4.116 -0.969 -0.09
C -5.573 -4.237 -2.175 -0.30
O -4.896 -5.464 -2.284 -0.13
C -5.621 -6.546 -3.001 -0.55
O -6.297 -6.190 -4.037 -0.16
C -6.503 -7.330 -1.973 -0.54
F -5.947 -7.478 -0.737 0.08
F -6.699 -8.598 -2.426 0.09
F -7.736 -6.824 -1.763 0.10
H -6.030 -4.539 -0.081 0.07
H -6.727 -3.059 -0.779 0.05
H -7.454 -4.627 -1.123 0.06
H -4.793 -3.479 -2.064 0.08
H -6.118 -4.026 -3.103 0.11
H -4.767 -7.256 -3.148 0.13
```

The calculation puts the max |F| at 0.016 hartree/bohr. The charge is -1. The LUMO energy comes out at 0.0739 hartree. The highest occupied orbital energy is -0.13355 Eh. Its HOMO-LUMO gap is 5.64 eV.

Record 9
This record from the Open Molecules 2025 dataset describes C5H9NOS in the gas phase at a distorted geometry. The level of theory is ωB97M-V/def2-TZVPD.

```
17
Properties=species:S:1:pos:R:3:lowdin_charge:R:1
C -2.091 -0.200 0.838 -0.15
C -0.945 0.759 0.508 -0.79
C 0.189 0.240 -0.184 -0.13
C 0.480 -1.074 -0.440 -0.27
C 1.887 -1.410 -0.992 -0.22
H -2.473 -0.714 -0.087 0.09
H -1.710 -0.934 1.535 0.07
H -3.001 0.284 1.295 0.08
H 0.944 0.981 -0.370 0.09
H 0.076 -3.066 -0.562 0.10
H -1.146 -2.184 0.247 0.10
H 2.477 -2.024 -0.290 0.13
H 1.793 -2.005 -1.903 0.12
H 3.439 -0.439 -1.631 0.09
N -0.360 -2.156 -0.470 0.11
O 2.533 -0.245 -1.399 -0.05
S -0.954 2.329 1.117 0.62
```

The calculation puts the max |F| at 0.049 hartree/bohr. The LUMO energy comes out at -0.0009 hartree. The highest occupied orbital energy is -0.29060 Eh. Its energy above the lowest of the compared OMol25 structures with the same formula, charge and spin is 42.68 kcal per mole. Its HOMO-LUMO gap is 7.88 eV.

Record 10
This record from the Open Molecules 2025 dataset describes 2 unconnected molecules or ions with the total composition C5H9NO5 at a distorted geometry. The level of theory is ωB97M-V/def2-TZVPD.

```
20
Properties=species:S:1:pos:R:3:lowdin_charge:R:1
C 0.399 -0.843 -0.728 -0.39
C -0.326 -0.955 0.540 -0.11
C 0.481 -0.565 1.879 -0.14
C 1.031 0.777 1.717 -0.31
C 0.816 0.252 -2.766 -0.62
N 0.089 0.096 -1.545 0.16
O 1.138 -1.949 -0.903 0.13
O 1.778 1.281 2.525 0.05
O 0.282 1.031 -3.602 0.18
O 1.849 -0.334 -3.016 0.09
O -1.903 1.722 -2.266 -0.06
H -1.291 -0.505 0.631 0.11
H -0.447 -2.106 0.743 0.16
H -0.317 -0.459 2.723 0.16
H 1.274 -1.316 2.213 0.15
H 0.737 1.352 0.684 0.16
H -1.512 1.173 -1.595 0.00
H -0.443 1.489 -3.094 0.09
H 1.660 -2.046 -1.696 0.11
H -2.452 2.432 -1.831 0.10
```

The calculation puts the max |F| at 0.100 hartree/bohr. The LUMO energy comes out at 0.0054 hartree. The highest occupied orbital energy is -0.36874 Eh. Its energy above the lowest of the compared OMol25 structures with the same formula, charge and spin is 0.25 kcal per mole. Its HOMO-LUMO gap is 10.18 eV.